(1)
This record from the OMol25 dataset describes a structure of composition C19H8Cl44I2N. The level of theory is wB97M-V/def2-TZVPD.

## Properties
charge = +1
max |F| = 2.18 eV/A
orbital gap = 7.35 eV
E_LUMO = -4.091 eV

Geometry as XYZ:
```
74
Properties=species:S:1:pos:R:3:forces:R:3
C -4.5815 2.1940 3.2274 -0.3 -0.4 -0.2
C -5.8827 1.4252 2.9346 0.3 0.1 0.2
I -7.5491 1.9682 4.1101 0.5 -0.1 -0.3
C -5.9275 0.4857 1.9809 -0.1 0.6 0.2
I -7.6754 -0.5995 1.5187 0.8 0.1 -0.1
C -4.6461 0.2428 1.2237 -1.4 -0.4 0.5
C -4.3616 0.9408 0.0420 0.2 -0.6 0.7
C -3.1515 0.6805 -0.5570 -0.9 0.9 -0.3
N -2.3102 -0.2003 -0.0110 0.6 -0.5 -0.6
C -2.5692 -0.8748 1.1135 -0.5 -0.7 1.0
C -3.7533 -0.6847 1.7796 -0.2 0.5 -0.7
H -4.6624 2.7732 4.1514 0.0 0.0 -0.4
H -3.7273 1.5085 3.3438 -0.3 0.1 0.0
H -4.3410 2.8232 2.3558 -0.1 0.1 0.5
H -5.0651 1.6653 -0.3606 0.2 -0.2 0.0
H -2.9080 1.2377 -1.4597 0.5 -0.5 0.2
H -1.3952 -0.3587 -0.4623 -0.7 0.1 0.2
H -1.8468 -1.5713 1.5414 0.1 0.3 -0.6
H -3.9849 -1.2373 2.7105 0.2 1.5 -1.6
C 1.2068 1.5757 1.9659 0.5 0.2 0.2
Cl 1.2724 3.0853 1.0599 -0.1 -0.2 0.1
Cl 2.7489 0.7323 1.8204 -0.3 0.0 0.2
Cl 0.8680 1.9084 3.6649 -0.1 -0.1 -0.1
Cl -0.0991 0.5551 1.3036 0.7 0.5 0.4
C -8.7864 0.2624 -2.4603 -0.2 -0.1 -0.1
Cl -7.4196 1.2546 -1.9060 0.0 0.1 -0.1
Cl -10.0831 0.3197 -1.2596 0.1 0.0 -0.1
Cl -9.3726 0.8959 -3.9958 -0.1 -0.1 0.2
Cl -8.2521 -1.4094 -2.6734 0.0 0.1 0.1
C 0.2422 5.2729 -2.3401 0.0 0.1 -0.1
Cl 1.0704 5.1757 -3.8955 0.0 0.0 0.1
Cl 1.3565 5.8999 -1.1153 -0.1 0.0 0.0
Cl -1.1516 6.3488 -2.4759 0.1 -0.1 0.0
Cl -0.3067 3.6536 -1.8634 0.0 0.0 -0.1
C -3.6180 -3.8327 5.1697 0.0 -0.3 0.3
Cl -4.7306 -5.1914 5.0286 0.1 0.1 0.0
Cl -3.8275 -3.0458 6.7339 0.0 0.0 -0.1
Cl -1.9549 -4.4004 5.0047 -0.1 0.1 0.0
Cl -3.9622 -2.6530 3.8687 0.0 -1.3 1.1
C 1.1307 0.8421 7.8788 0.0 0.0 0.1
Cl 1.2188 2.3746 6.9954 0.0 0.0 0.1
Cl 2.6759 -0.0032 7.7448 -0.1 0.0 0.0
Cl 0.7755 1.1618 9.5777 0.0 0.0 -0.1
Cl -0.1543 -0.1623 7.1839 0.0 0.0 0.0
C 5.0722 2.5288 -1.3779 0.1 0.0 0.0
Cl 5.9004 2.4398 -2.9364 -0.1 0.0 0.1
Cl 6.1845 3.1435 -0.1513 -0.1 0.0 0.0
Cl 3.6757 3.6112 -1.5100 0.1 0.0 0.0
Cl 4.5126 0.9159 -0.9141 0.1 0.1 -0.1
C 0.5075 -0.0473 -3.6902 0.5 0.0 -0.3
Cl 1.9010 0.8737 -3.1354 -0.2 -0.1 0.0
Cl -0.8197 0.1305 -2.5017 0.1 0.1 -0.5
Cl -0.0386 0.5656 -5.2483 -0.1 0.0 0.2
Cl 0.9315 -1.7531 -3.8288 -0.1 0.1 0.1
C 6.8410 -2.1051 -1.7826 0.0 0.1 -0.1
Cl 7.8420 -3.3642 -2.5238 -0.4 0.6 0.3
Cl 5.8654 -2.8090 -0.4831 0.0 0.0 0.0
Cl 7.8606 -0.8197 -1.1211 -0.2 0.0 -0.4
Cl 5.7716 -1.4203 -3.0157 0.0 -0.1 -0.1
C 10.2765 -3.2510 0.9158 0.1 0.0 0.0
Cl 9.0844 -2.0879 1.5087 0.2 -0.2 0.3
Cl 10.9636 -2.6652 -0.6044 0.0 0.0 0.1
Cl 11.5673 -3.4365 2.1100 -0.1 0.0 -0.1
Cl 9.4854 -4.8110 0.6570 0.0 0.1 0.0
C 11.1575 -6.5102 -2.9063 0.1 -0.1 -0.1
Cl 11.9198 -6.5751 -4.4997 0.0 0.0 0.1
Cl 12.3370 -5.9594 -1.7118 -0.1 0.0 -0.1
Cl 9.7857 -5.3856 -2.9544 0.5 -0.5 -0.1
Cl 10.5771 -8.1202 -2.4621 0.0 0.1 0.0
C -7.9337 2.7753 -7.2084 0.0 0.0 -0.1
Cl -9.6674 3.0627 -7.0075 0.1 0.0 0.0
Cl -7.1442 2.8329 -5.6248 0.1 0.1 -0.1
Cl -7.6800 1.1824 -7.9325 0.0 0.1 0.1
Cl -7.2455 4.0190 -8.2576 0.0 -0.1 0.1
```
Positions in Å, forces in eV/Å.

Atomic partial charges in e from the Mulliken method, atoms 1 to 6: -1.022 -0.080 0.132 -0.833 0.269 0.441

***

(2)
This record from the OMol25 dataset describes an isolated molecule of C3H7NO2. The level of theory is wB97M-V/def2-TZVPD.

## Properties
max |F| = 1.66 eV/A
structure (SMILES) = C/N=C(/O)OC
relative energy (zero: lowest compared OMol25 entry of this formula, charge and spin) = 45.15 kcal per mole
orbital gap = 10.08 eV
E_LUMO = 0.902 eV

Geometry as XYZ:
```
13
Properties=species:S:1:pos:R:3:forces:R:3
C 1.9558 -0.5292 0.9596 0.3 -0.2 -0.2
N 0.7269 0.1516 1.1772 0.0 -0.1 -0.2
C -0.2385 0.2567 0.3603 0.7 -0.2 0.3
O -1.2597 0.9243 0.9177 0.1 0.0 0.2
O -0.3375 -0.1966 -0.8859 0.2 0.0 0.3
C -1.5345 0.0837 -1.6184 -0.2 0.1 -0.1
H 2.0353 -1.3430 1.6897 0.1 0.0 -0.2
H 2.7789 0.1681 1.1490 0.0 -0.2 -0.1
H 2.0419 -0.9335 -0.0512 0.2 -0.1 0.0
H -0.6924 0.9849 1.7530 -1.5 0.7 -0.1
H -2.4078 -0.3390 -1.1148 0.1 0.1 -0.1
H -1.3979 -0.3893 -2.5932 0.0 0.1 0.2
H -1.6705 1.1613 -1.7430 0.0 -0.1 0.0
```
Positions in Å, forces in eV/Å.

Atomic partial charges in e from the Mulliken method, atoms 1 to 6: -0.744 -0.562 0.785 -0.550 -0.346 -0.647

***

(3)
This record from the OMol25 dataset describes a cluster of 12 separate species, C37H106N8O13 in total. The level of theory is wB97M-V/def2-TZVPD.

## Properties
max |F| = 2.20 eV/A
structure (SMILES) = COC[C@H](C)N.COC[C@H](C)N.COC[C@H](C)N.COC[C@H](C)N.COC[C@H](C)N.COC[C@H](C)N.COC[C@H](C)N.COC[C@H](C)N.OCCO.CO.CO.CO
relative energy (zero: lowest compared OMol25 entry of this formula, charge and spin) = 0.00 kcal per mole
orbital gap = 9.48 eV
E_LUMO = 0.391 eV

Geometry as XYZ:
```
164
Properties=species:S:1:pos:R:3:forces:R:3
C -6.1079 1.8336 -4.2068 -0.9 0.7 -0.2
O -5.3906 0.8593 -4.9213 -1.3 0.0 0.8
C -4.0373 1.1356 -5.0099 1.0 -0.5 -1.4
C -3.4418 0.1039 -6.0050 -0.2 0.6 0.2
C -3.6577 -1.2871 -5.4744 0.6 -1.6 1.0
N -2.0602 0.4894 -6.3116 0.5 -0.6 0.2
H -6.1831 2.7836 -4.7490 0.5 0.1 -0.2
H -5.7411 2.0763 -3.2078 0.4 -0.3 0.1
H -7.1596 1.5619 -4.1032 0.1 -0.6 0.0
H -3.8920 2.1393 -5.4209 0.2 0.1 0.2
H -3.5102 1.0171 -4.0563 -0.1 0.2 0.2
H -3.9966 0.1619 -6.9438 -0.2 0.3 0.0
H -4.6718 -1.5165 -5.1474 -0.2 0.3 -0.5
H -3.0710 -1.5453 -4.5853 0.2 0.7 0.2
H -3.3029 -2.0962 -6.1198 -0.3 0.3 -0.6
H -1.7353 -0.0551 -7.1055 -0.3 0.2 -0.4
H -1.4356 0.1164 -5.5919 -0.4 0.2 0.4
C 2.0244 2.8924 -3.7049 -0.1 -0.3 0.1
O 2.1302 1.5339 -4.0780 -0.3 -0.5 0.3
C 0.8646 0.8533 -3.9044 1.0 1.4 -0.5
C 0.9370 -0.5869 -4.3025 0.2 -0.9 -0.5
C 1.4205 -0.8138 -5.7525 -0.2 -0.1 0.4
N -0.4142 -1.1313 -4.1796 -0.3 -0.6 -0.2
H 1.5369 3.0050 -2.7302 0.1 -0.1 0.2
H 1.4121 3.4739 -4.4000 0.1 0.0 -0.3
H 3.0419 3.2750 -3.6484 -0.1 0.2 -0.1
H 0.5636 0.9705 -2.8604 -0.2 -0.1 0.0
H 0.1880 1.3974 -4.5701 -0.6 -0.3 0.1
H 1.5819 -1.1649 -3.6320 0.5 0.4 0.0
H 2.4943 -0.6516 -5.8268 -0.1 0.3 -0.2
H 0.8581 -0.2288 -6.4819 0.2 0.4 0.2
H 1.2243 -1.8428 -6.0636 0.1 -0.2 0.3
H -0.6013 -1.4509 -3.2339 0.0 0.5 0.2
H -0.3997 -1.9964 -4.7099 -0.3 0.0 -0.2
C -2.3126 -1.3824 -0.9122 -0.1 0.1 -1.4
O -0.9602 -1.1040 -1.1627 1.0 -0.1 0.2
C -0.2383 -0.7606 0.0009 0.2 0.8 0.2
C 1.2748 -0.5729 -0.1999 -0.3 -1.6 0.1
C 1.8976 -1.9588 -0.4218 0.2 0.3 -0.7
N 1.7987 -0.0267 1.0528 -0.7 -0.1 -0.1
H -2.8592 -0.5056 -0.5540 0.1 -0.1 0.5
H -2.4558 -2.2813 -0.3099 0.0 0.2 0.3
H -2.6657 -1.5656 -1.9303 -0.5 -0.3 0.2
H -0.6414 0.1930 0.3638 -0.1 0.0 0.2
H -0.3584 -1.5190 0.7786 -0.2 -0.1 0.0
H 1.4846 0.0502 -1.0736 -0.1 0.2 0.0
H 2.9851 -1.8689 -0.4255 0.0 -0.1 0.1
H 1.6125 -2.3622 -1.3972 -0.1 0.0 0.0
H 1.5942 -2.6789 0.3380 0.0 0.2 0.2
H 1.1293 0.6848 1.3344 0.5 0.6 0.3
H 2.7039 0.4037 0.8795 -0.2 0.1 0.0
C -9.0927 1.2855 -0.8045 0.3 -0.4 -0.9
O -7.7177 1.0848 -0.5286 0.3 0.9 -0.3
C -7.0155 2.3066 -0.2516 -1.5 -0.9 0.6
C -5.5464 2.0624 -0.0805 0.0 -0.7 0.7
C -5.2555 1.1154 1.0829 0.0 -0.4 -0.2
N -4.9109 3.3340 0.2256 0.1 0.5 -0.6
H -9.2764 1.6476 -1.8232 0.4 0.3 -0.1
H -9.5838 2.0107 -0.1534 0.0 -0.4 0.5
H -9.5081 0.2789 -0.8250 -0.4 0.2 0.6
H -7.2281 3.0999 -0.9753 0.1 -0.2 -0.4
H -7.4331 2.6562 0.7010 0.2 0.3 0.2
H -5.1630 1.6029 -0.9933 0.3 0.3 -0.1
H -5.7018 0.1349 0.9157 -0.2 0.1 0.1
H -5.6327 1.5342 2.0178 -0.1 0.0 0.0
H -4.1861 0.9343 1.2003 0.1 0.3 -0.1
H -5.2165 4.0027 -0.4766 0.3 0.2 -0.1
H -5.3064 3.6817 1.0928 0.2 0.0 0.2
C -0.6369 7.0441 3.3796 0.3 -0.6 -0.3
O 0.2977 6.0343 3.0029 0.0 0.4 -0.4
C -0.3526 4.8736 2.5002 0.4 0.1 0.6
C 0.6926 3.8188 2.0909 -0.1 -0.4 -1.1
C 1.3051 4.1180 0.7087 -1.0 1.0 -0.4
N 0.1013 2.4842 2.0239 0.1 -0.8 0.7
H -1.3142 7.2067 2.5381 -0.4 0.1 0.2
H -0.1437 7.9921 3.5868 0.4 -0.2 0.0
H -1.1441 6.7105 4.2877 -0.4 0.1 -0.1
H -1.0057 4.4953 3.2952 0.1 -0.4 0.2
H -1.0479 5.0831 1.6799 0.2 0.2 -0.3
H 1.5117 3.7834 2.8098 -0.2 0.1 0.3
H 0.4985 4.0661 -0.0307 -0.2 -0.2 0.0
H 2.0941 3.4864 0.3030 0.2 -0.2 0.7
H 1.6061 5.1669 0.6624 0.3 -0.1 0.1
H -0.2302 2.1857 2.9338 0.0 0.0 0.1
H -0.6739 2.3357 1.3869 0.0 0.7 -0.3
C 5.4235 0.3411 0.6130 -0.3 -0.9 -0.1
O 4.3230 0.8922 -0.0987 0.5 0.7 0.4
C 4.3034 0.6701 -1.5003 0.9 -0.3 0.1
C 5.5932 1.1308 -2.2466 -1.6 0.8 0.3
C 5.7738 2.6522 -2.0096 0.8 -0.7 0.5
N 5.4668 0.9026 -3.6779 -0.4 -0.3 -0.5
H 5.5394 -0.7293 0.4069 -0.1 -0.1 -0.3
H 5.1789 0.3831 1.6732 0.1 0.4 0.0
H 6.4040 0.7729 0.4090 -0.2 0.5 0.0
H 4.1352 -0.4060 -1.6184 0.1 -0.1 -0.5
H 3.4507 1.2098 -1.9126 0.0 0.0 0.1
H 6.4285 0.5458 -1.8625 0.2 0.2 -0.1
H 6.0370 2.8086 -0.9617 0.0 0.1 0.0
H 4.8992 3.2790 -2.1859 -0.2 -0.4 -0.2
H 6.5945 3.0325 -2.6177 0.0 0.0 0.0
H 4.6798 1.4400 -4.0288 0.1 0.4 0.0
H 5.1214 -0.0332 -3.8735 0.4 -0.3 0.2
C 2.7976 0.9044 4.3536 0.3 0.0 0.3
O 3.5485 0.1282 5.2763 -0.8 0.0 0.2
C 4.7576 0.7425 5.6306 1.1 -0.6 -0.7
C 5.5313 -0.2023 6.5526 0.6 -0.5 1.6
C 4.7932 -0.4538 7.8744 -0.1 0.0 -0.2
N 6.8820 0.2994 6.8729 0.2 1.0 0.1
H 2.7277 1.9238 4.7419 0.1 0.2 -0.3
H 1.7753 0.5493 4.2308 0.1 -0.4 0.3
H 3.2607 0.8470 3.3660 0.1 0.4 -0.1
H 5.3583 0.9009 4.7266 0.1 0.0 -0.1
H 4.6480 1.7463 6.0553 -0.3 0.0 0.4
H 5.7573 -1.1788 6.1216 -0.6 0.1 -0.7
H 4.6817 0.5006 8.3945 -0.3 0.0 0.0
H 5.4031 -1.0736 8.5329 0.0 -0.2 -0.1
H 3.8282 -0.9399 7.7300 -0.1 0.2 0.1
H 7.4571 -0.3915 7.3414 -0.2 -0.6 -0.5
H 6.8253 0.9724 7.6337 -0.3 0.5 -0.3
C 1.1704 -5.3597 2.4150 -0.1 0.7 0.2
O 0.2820 -5.8287 3.4164 0.5 0.1 0.5
C 0.6696 -5.3061 4.7331 -0.8 -1.2 -1.7
C -0.1079 -6.1059 5.7827 -0.7 1.1 -0.8
C -1.5992 -5.8811 5.6010 -0.5 0.2 -0.4
N 0.2544 -5.7084 7.1189 1.0 -0.1 0.8
H 1.0635 -4.2837 2.2477 0.0 0.2 0.3
H 0.9710 -5.7961 1.4366 -0.1 -0.6 0.3
H 2.1993 -5.5186 2.7470 0.2 -0.2 -0.3
H 1.7424 -5.4711 4.8582 0.1 0.2 0.1
H 0.4102 -4.2469 4.7025 0.2 0.2 0.5
H 0.1044 -7.1656 5.6366 0.1 0.0 0.1
H -2.1486 -6.2430 6.4698 0.0 -0.3 -0.2
H -1.9622 -6.2908 4.6581 0.0 -0.5 0.2
H -1.8800 -4.8284 5.4950 0.4 0.2 0.3
H 0.1238 -4.7163 7.2855 -0.4 0.1 -0.2
H 1.2618 -5.8127 7.2058 0.0 -0.2 0.3
O -2.2158 2.7592 -0.2461 0.5 -0.7 -0.8
C -2.0973 2.2693 -1.5964 -0.2 0.3 0.1
C -1.9064 3.4346 -2.5682 -0.1 -0.3 0.3
O -3.1717 4.0340 -2.8300 -0.1 0.0 0.0
H -3.1486 3.0294 -0.1358 -0.1 0.2 0.4
H -1.3011 1.5319 -1.7163 0.5 0.4 0.5
H -2.9677 1.6530 -1.8370 -0.4 0.4 -0.3
H -1.4371 3.1400 -3.5104 0.0 -0.3 0.0
H -1.2632 4.1610 -2.0636 0.2 0.0 0.0
H -3.0164 4.7606 -3.4398 -0.1 0.0 0.0
C -1.0259 -4.6313 -1.8131 0.2 -0.5 0.1
O -1.2482 -5.3031 -3.0538 0.3 0.4 0.0
H -0.4397 -5.2257 -1.1064 0.0 -0.3 -0.1
H -0.4150 -3.7518 -2.0109 -0.3 0.2 -0.1
H -1.9401 -4.3769 -1.2761 -0.1 0.2 -0.3
H -1.9992 -5.8997 -3.0290 0.0 0.1 0.4
C -0.2558 -1.4802 3.5132 0.4 0.4 0.0
O 0.9428 -2.0041 2.9775 -0.2 0.0 0.0
H -0.9501 -2.3107 3.6342 -0.1 0.1 0.2
H -0.0652 -0.9469 4.4497 -0.1 -0.4 0.4
H -0.7162 -0.7087 2.8876 -0.1 -0.2 -0.4
H 1.3983 -1.2997 2.4798 0.1 0.1 -0.2
C 2.3755 -5.5563 -3.5163 -0.5 -0.3 -0.1
O 3.7032 -6.0325 -3.5217 0.5 0.4 0.1
H 1.7172 -6.4275 -3.5379 -0.4 0.3 -0.1
H 2.1050 -4.9243 -2.6664 0.2 -0.1 0.2
H 2.2093 -4.9391 -4.3989 0.1 -0.2 -0.1
H 3.9492 -6.2732 -2.6256 0.0 0.0 0.0
```
Positions in Å, forces in eV/Å.

Atomic partial charges in e from the Mulliken method, atoms 1 to 6: -0.522 -0.372 0.132 0.356 -1.094 -0.719

***

(4)
This record from the OMol25 dataset describes a structure of composition C16H26As2F6GeIrN2OS5. The level of theory is wB97M-V/def2-TZVPD.

## Properties
charge = -2
max |F| = 0.66 eV/A
relative energy (zero: lowest compared OMol25 entry of this formula, charge and spin) = 2.64 kcal per mole
expectation value of S² = 8.771
multiplicity = 6
orbital gap (spin up / spin down) = 6.07 / 6.30 eV
E_LUMO (spin up / spin down) = 4.090 / 3.060 eV

Geometry as XYZ:
```
60
Properties=species:S:1:pos:R:3:forces:R:3
Ir -0.1454 0.0533 -0.6608 -0.3 0.4 -0.4
C -5.6360 1.0169 1.7359 0.0 0.0 0.0
C -5.5779 -0.4126 1.2159 0.0 0.0 0.0
N -4.6481 -0.5674 0.1013 0.0 0.1 0.0
C -5.2184 -0.4161 -1.2299 0.0 0.0 0.0
C -5.6860 -1.7369 -1.8250 0.0 0.0 0.0
C -3.3221 -0.7690 0.3344 0.0 -0.1 -0.1
S -2.3384 -1.0578 -1.0692 -0.1 0.0 0.2
N -2.9842 -0.7609 1.6143 0.0 0.0 0.1
C -1.7169 -0.8532 2.0660 -0.1 0.0 0.0
O -0.6638 -0.8200 1.4147 0.1 -0.2 0.0
C -1.5937 -0.9541 3.5604 0.0 0.0 0.0
C -0.3361 -0.8122 4.1377 0.0 0.0 0.0
C -0.1946 -0.8612 5.5189 0.0 0.0 -0.1
C -1.3070 -1.0672 6.3224 0.0 0.0 0.0
C -2.5660 -1.2106 5.7478 0.0 0.0 0.0
C -2.7100 -1.1444 4.3712 0.0 0.0 0.0
H -6.3743 1.1049 2.5368 0.0 0.0 0.0
H -5.9087 1.7105 0.9367 0.0 0.0 0.0
H -4.6619 1.3084 2.1253 0.0 0.0 0.0
H -6.5609 -0.7270 0.8554 0.0 0.0 0.0
H -5.2771 -1.0890 2.0128 0.0 0.0 0.0
H -4.4785 0.0452 -1.8809 0.0 0.0 0.0
H -6.0596 0.2766 -1.1393 0.0 0.0 0.0
H -4.8347 -2.4040 -1.9603 0.0 0.0 0.0
H -6.1533 -1.5705 -2.7981 0.0 0.0 0.0
H -6.4129 -2.2254 -1.1712 0.0 0.0 0.0
H 0.5215 -0.6272 3.5036 0.0 0.0 0.0
H 0.7874 -0.7098 5.9466 0.0 0.0 0.0
H -1.1983 -1.1009 7.4005 0.0 0.0 0.0
H -3.4365 -1.3609 6.3760 0.0 0.0 0.0
H -3.6842 -1.2329 3.9096 0.0 0.0 0.0
S 2.9987 0.1746 -4.5101 0.0 0.0 0.0
As 1.3495 -0.6913 -3.4703 0.0 -0.1 0.1
S -0.4507 0.4608 -3.2444 0.1 0.0 0.1
S 1.7072 -1.2374 -1.3835 0.1 -0.1 0.0
S 1.3433 -2.3062 -4.8735 0.0 0.1 0.0
F 2.0879 0.6293 2.4960 0.1 0.0 0.0
As 2.8994 1.7423 3.5608 0.0 -0.1 -0.1
F 4.4029 0.9141 3.3072 0.0 0.0 0.0
F 3.2282 2.7903 2.2171 0.0 0.0 0.0
F 3.6915 2.8568 4.6325 0.0 0.1 0.1
F 1.3846 2.5499 3.8348 -0.1 0.1 0.0
F 2.5571 0.6889 4.9131 0.0 0.0 0.0
C -2.8243 2.7937 -0.8847 -0.1 0.0 -0.1
Ge -1.3392 3.0732 0.3624 0.0 0.0 0.1
C -0.9194 4.9941 0.3416 0.0 0.1 0.0
C -1.9302 2.6359 2.1718 0.0 -0.1 0.1
C 0.2272 2.0549 -0.1360 0.1 -0.2 0.1
H -3.6311 3.5065 -0.6940 0.0 0.0 0.0
H -3.2130 1.7794 -0.7757 0.0 0.0 0.0
H -2.4825 2.9104 -1.9154 0.0 0.0 0.0
H -1.7831 5.5760 0.6743 0.0 0.0 0.0
H -0.6424 5.3192 -0.6629 0.0 0.0 0.0
H -0.0822 5.1925 1.0126 0.0 0.0 0.0
H -2.6039 3.4128 2.5436 0.0 0.0 0.0
H -1.0709 2.5630 2.8421 0.0 0.0 0.0
H -2.4604 1.6822 2.1887 0.0 0.0 0.0
H 0.9238 2.0432 0.7094 0.1 0.0 0.0
H 0.7079 2.5155 -1.0027 0.1 0.0 0.0
```
Positions in Å, forces in eV/Å.

Atomic partial charges in e from the Mulliken method, atoms 1 to 6: 1.645 -0.772 -0.843 0.431 -1.001 -1.185